A 12-piece molecular cluster, C5H32O11 overall, computed with ωB97M-V with the def2-TZVPD basis set.

- ΔE to the lowest compared entry with this formula, charge and spin (kJ/mol) = 536.9
- HOMO level (eV) = -9.67

```
! RIJCOSX wB97M-V def2-TZVPD def2/J DEFGRID3
* xyz 0 1
C 0.6097 1.7304 2.9251
C 1.0604 1.7174 1.4531
C 1.5555 0.7882 0.6843
C 2.0618 1.0834 -0.7023
C 3.4919 1.5580 -1.0151
H 1.1539 2.4565 3.4874
H 1.0234 0.7590 3.3081
H -0.3939 1.8063 2.9888
H 0.7118 2.7704 1.0957
H 1.4923 -0.3076 0.9222
H 2.1300 -0.0029 -1.1917
H 1.1906 1.5295 -1.1995
H 3.7868 2.6053 -1.2870
H 3.9869 0.8820 -1.8410
H 4.0536 1.2768 -0.0511
O -2.4700 1.1255 0.1757
H -2.0668 1.4198 0.8478
H -2.3872 0.2645 0.1546
O -2.9666 -3.6683 0.1136
H -3.5283 -3.0356 -0.3234
H -2.3831 -3.0681 0.7307
O -0.5377 4.0086 -0.1823
H -1.4192 4.2578 -0.2495
H -0.0365 3.6935 -0.9572
O -3.9627 -1.3382 -0.7578
H -4.3104 -0.6894 -0.2020
H -3.9249 -1.2495 -1.6697
O -0.7328 -2.4074 3.1881
H -1.4022 -2.8772 3.6070
H -0.2131 -2.1273 3.9833
O 1.3680 -2.2676 -1.7087
H 2.0451 -2.8544 -1.5303
H 1.0360 -2.0758 -0.8389
O -0.5319 -0.8009 -3.5040
H 0.0276 -1.4281 -3.7787
H -0.3620 -0.6055 -2.6121
O 3.6052 -0.5870 2.2601
H 3.2170 -1.0327 1.4270
H 3.4759 0.2973 2.0614
O -2.2964 1.6305 -2.4597
H -2.1990 2.3890 -3.0921
H -2.0824 2.1518 -1.6486
O -3.3228 -0.6961 -3.1613
H -2.4656 -0.9918 -3.5037
H -3.1325 0.2381 -2.9180
O 1.7593 -2.9284 2.0075
H 2.7942 -2.9563 2.2179
H 1.4913 -2.4436 2.7465
*
```

***

C3H13BrNNbOP as an isolated structure, computed with ωB97M-V with the def2-TZVPD basis set.

- HOMO level (eV) = -3.70

```
! RIJCOSX wB97M-V def2-TZVPD def2/J DEFGRID3
* xyz -1 1
C -0.2261 -0.2831 2.5986
C -0.0090 -1.3881 1.5618
Nb -0.6641 -0.7313 -0.5076
N -2.0556 0.7871 -0.2307
Br -2.6254 -2.5321 -0.6489
P 1.3311 0.8424 -0.6303
C 1.1622 2.0222 -1.9880
O 2.7007 0.0856 -1.1831
H 0.6863 -0.0665 3.1469
H -0.5534 0.6629 2.1636
H -0.9799 -0.5679 3.3283
H 1.0420 -1.6625 1.5358
H -0.5327 -2.3023 1.8271
H -0.7560 -0.5471 -2.3355
H 0.4326 -2.0713 -1.1059
H -2.7575 0.8073 -0.9641
H -2.5555 0.6265 0.6407
H 0.5124 2.8136 -1.6247
H 0.7337 1.5795 -2.8791
H 2.1367 2.4462 -2.2105
H 2.9775 -0.5212 -0.4945
*
```

***

C27H20IrN4O2S4 as an isolated structure, computed with ωB97M-V with the def2-TZVPD basis set.

- ΔE to the lowest compared entry with this formula, charge and spin (kJ/mol) = 3.2
- HOMO level (eV) = -4.32

```
! RIJCOSX wB97M-V def2-TZVPD def2/J DEFGRID3
* xyz -1 1
Ir -1.0454 1.0890 1.0664
C -2.7817 -1.7575 1.6564
C -3.6124 -0.7051 0.9918
C -4.9272 -1.0332 0.5866
C -5.7042 -0.1052 -0.0290
C -5.2215 1.2106 -0.1897
C -6.0114 2.2354 -0.7567
C -5.5174 3.5100 -0.8053
C -4.2526 3.8093 -0.2810
C -3.4429 2.8362 0.2763
S -1.9382 3.2256 1.0369
C -3.9197 1.4901 0.2781
N -3.1117 0.5008 0.7992
H -3.4075 -2.5996 1.9484
H -2.2794 -1.3525 2.5362
H -2.0103 -2.1208 0.9810
H -5.2833 -2.0401 0.7572
H -6.7020 -0.3502 -0.3745
H -6.9975 1.9929 -1.1331
H -6.1111 4.3059 -1.2386
H -3.8916 4.8300 -0.2960
C 5.1237 1.6144 1.7519
O 4.9528 1.7129 0.3443
C 4.6756 0.5690 -0.3237
C 4.1093 0.7220 -1.5914
C 3.7448 -0.3817 -2.3285
C 3.9536 -1.6646 -1.8214
C 4.5991 -1.8169 -0.6096
C 4.9370 -0.7068 0.1596
N 3.5596 -2.8360 -2.5675
N 2.3692 -2.9831 -2.8988
C 1.3882 -2.0494 -2.4037
C 0.6926 -1.2616 -3.2873
C -0.1390 -0.2219 -2.8603
C -0.3254 0.0378 -1.5015
O -1.0064 1.0349 -1.0446
C 0.2713 -0.9008 -0.5834
N -0.0142 -0.7158 0.7399
C 0.5389 -1.4894 1.6441
C 1.3772 -2.5596 1.2898
C 1.6655 -2.7820 -0.0239
C 1.1296 -1.9273 -1.0166
H 5.1461 2.6340 2.1252
H 6.0631 1.1133 2.0046
H 4.2808 1.0941 2.2114
H 3.9272 1.7240 -1.9561
H 3.2695 -0.2514 -3.2910
H 4.7975 -2.8147 -0.2373
H 5.3857 -0.8483 1.1323
H 0.8634 -1.4096 -4.3482
H -0.6250 0.4286 -3.5754
H 0.3055 -1.2620 2.6774
H 1.7875 -3.1856 2.0701
H 2.3044 -3.6041 -0.3192
S 1.9552 1.5749 4.4492
C 0.8353 1.5170 3.2353
S -0.8273 1.0345 3.3831
S 1.0970 1.8894 1.5604
*
```

***

What did the first record say?
A 12-piece molecular cluster, C5H32O11 overall, computed with ωB97M-V with the def2-TZVPD basis set.

- ΔE to the lowest compared entry with this formula, charge and spin (kJ/mol) = 536.9
- HOMO level (eV) = -9.67

```
! RIJCOSX wB97M-V def2-TZVPD def2/J DEFGRID3
* xyz 0 1
C 0.6097 1.7304 2.9251
C 1.0604 1.7174 1.4531
C 1.5555 0.7882 0.6843
C 2.0618 1.0834 -0.7023
C 3.4919 1.5580 -1.0151
H 1.1539 2.4565 3.4874
H 1.0234 0.7590 3.3081
H -0.3939 1.8063 2.9888
H 0.7118 2.7704 1.0957
H 1.4923 -0.3076 0.9222
H 2.1300 -0.0029 -1.1917
H 1.1906 1.5295 -1.1995
H 3.7868 2.6053 -1.2870
H 3.9869 0.8820 -1.8410
H 4.0536 1.2768 -0.0511
O -2.4700 1.1255 0.1757
H -2.0668 1.4198 0.8478
H -2.3872 0.2645 0.1546
O -2.9666 -3.6683 0.1136
H -3.5283 -3.0356 -0.3234
H -2.3831 -3.0681 0.7307
O -0.5377 4.0086 -0.1823
H -1.4192 4.2578 -0.2495
H -0.0365 3.6935 -0.9572
O -3.9627 -1.3382 -0.7578
H -4.3104 -0.6894 -0.2020
H -3.9249 -1.2495 -1.6697
O -0.7328 -2.4074 3.1881
H -1.4022 -2.8772 3.6070
H -0.2131 -2.1273 3.9833
O 1.3680 -2.2676 -1.7087
H 2.0451 -2.8544 -1.5303
H 1.0360 -2.0758 -0.8389
O -0.5319 -0.8009 -3.5040
H 0.0276 -1.4281 -3.7787
H -0.3620 -0.6055 -2.6121
O 3.6052 -0.5870 2.2601
H 3.2170 -1.0327 1.4270
H 3.4759 0.2973 2.0614
O -2.2964 1.6305 -2.4597
H -2.1990 2.3890 -3.0921
H -2.0824 2.1518 -1.6486
O -3.3228 -0.6961 -3.1613
H -2.4656 -0.9918 -3.5037
H -3.1325 0.2381 -2.9180
O 1.7593 -2.9284 2.0075
H 2.7942 -2.9563 2.2179
H 1.4913 -2.4436 2.7465
*
```

***

Q: Number 3 is which compound?
A: C27H20IrN4O2S4